Record 1
# C4H6N2O

A 2-piece molecular cluster, C4H6N2O overall (ωB97M-V/def2-TZVPD, OMol25).

Each line ends with the Mulliken charge.
Geometry (Å):
N (-1.70018, 1.04581, 1.41944)  -0.616
C (-0.60013, 0.72351, 0.87224)  0.723
C (-0.39363, -0.69331, 0.32299)  0.122
O (-1.15766, -1.62615, 0.31992)  -0.523
N (0.89516, -0.67517, -0.19310)  0.005
C (1.47575, 0.57963, -0.02037)  -0.483
C (0.65107, 1.44232, 0.59829)  -0.443
H (-1.25228, -2.04738, -2.20419)  -0.137
H (-1.66934, 2.02248, 1.72283)  0.259
H (-0.92294, -2.52556, -2.66569)  0.129
H (1.32138, -1.46839, -0.64394)  0.215
H (2.48512, 0.75012, -0.37570)  0.396
H (0.86768, 2.47207, 0.84729)  0.353

Calculated values
Molecular weight in g mol⁻¹: 98.1
Frontier orbital gap in eV: 8.833
SMILES string: [H]/N=C1\C=CNC1=O.[H][H]


Record 2
# C6H9N

One molecule with the formula C6H9N at a distorted geometry (ωB97M-V/def2-TZVPD, OMol25).

Each line ends with the Mulliken charge.
Geometry (Å):
C (1.81944, -0.80276, 0.04007)  -0.426
C (0.22746, 0.71895, 0.40991)  -0.082
C (-1.11516, 1.22086, -0.18948)  -0.526
C (-2.00565, -0.12067, 0.09657)  -0.460
C (-1.34361, -1.21681, 0.08738)  -0.480
C (0.21313, -0.71523, -0.18944)  -0.154
H (2.57779, -0.96372, -0.82783)  0.277
H (2.25338, -1.23484, 1.05813)  0.226
H (2.51261, 1.27175, 0.27299)  0.252
H (0.29048, 0.66538, 1.61741)  0.225
H (-1.65377, 2.24350, 0.13649)  0.296
H (-0.80959, 1.07710, -1.36328)  0.209
H (-3.02139, -0.03267, 0.22056)  0.496
H (-1.60446, -2.24644, -0.02280)  0.344
H (0.04335, -0.60617, -1.19046)  0.310
N (1.61598, 0.74178, -0.15623)  -0.507

Calculated values
Molecular weight in g mol⁻¹: 95.1
Frontier orbital gap in eV: 10.235
SMILES string: C1=C[C@@H]2CN[C@H]2C1


Record 3
# C4H9F2OP

A 2-piece molecular cluster, C4H9F2OP overall at a distorted geometry (ωB97M-V/def2-TZVPD, OMol25).

Each line ends with the Mulliken charge.
Geometry (Å):
C (-2.05023, 0.48020, 0.68960)  -1.163
C (-0.48667, 0.76469, 0.78913)  -0.348
C (0.34336, 0.61029, -0.38681)  -0.251
C (3.28577, -0.24433, -0.26415)  0.376
O (0.43226, -0.54367, -1.16491)  -0.444
F (3.92075, -0.66158, 0.76475)  -0.191
F (3.76536, 0.96093, -0.77016)  -0.245
P (3.24740, -1.54145, -1.59713)  -0.024
H (-2.44145, 0.32101, 1.60521)  0.423
H (-2.25695, -0.31622, 0.05527)  0.330
H (-2.59138, 1.28618, 0.06884)  0.273
H (-0.16441, 0.18032, 1.63780)  0.284
H (-0.35679, 1.77106, 1.33514)  0.304
H (0.78259, 1.52093, -0.92400)  0.333
H (-0.03021, -1.31849, -0.87061)  0.276
H (2.24621, -0.82339, -2.38546)  0.062
H (2.56742, -2.45633, -0.80741)  0.004

Calculated values
Molecular weight in g mol⁻¹: 142.1
Frontier orbital gap (alpha / beta) in eV: 7.360 / 8.567


Ordered energy relative to the best compared isomer or geometry (same formula, charge and spin) results: 196.9, 549.5, 835.9; unit kJ/mol.